[1]
The following is a quantum chemistry calculation of a cluster of 14 separate species, C69H75F9O5 in total, from the Open Molecules 2025 dataset.

The value obtained for the frontier orbital gap is 9.36 eV. The LUMO energy is 0.4 eV. The highest occupied orbital energy is -8.931 eV.

Atoms and positions in Å:
1 F -3.25 -0.34 -0.49
2 C -1.92 -0.32 -0.68
3 C -1.34 -1.06 -1.74
4 C 0.02 -1.16 -1.91
5 C 0.83 -0.48 -1.00
6 C 0.35 0.31 0.01
7 C -1.02 0.34 0.21
8 H -2.01 -1.55 -2.44
9 H 0.50 -1.72 -2.70
10 H 1.89 -0.50 -1.22
11 H 1.10 0.66 0.69
12 H -1.40 0.73 1.14
13 F 6.78 4.25 -2.96
14 C 5.55 3.76 -2.59
15 C 5.56 2.63 -1.79
16 C 4.33 2.09 -1.31
17 C 3.12 2.64 -1.69
18 C 3.15 3.75 -2.57
19 C 4.37 4.29 -3.03
20 H 6.50 2.26 -1.42
21 H 4.40 1.34 -0.54
22 H 2.26 2.15 -1.27
23 H 2.27 4.25 -2.95
24 H 4.34 5.10 -3.75
25 F -2.27 5.79 5.90
26 C -2.27 4.56 5.45
27 C -3.41 3.80 5.55
28 C -3.42 2.51 4.90
29 C -2.23 1.97 4.32
30 C -1.07 2.76 4.27
31 C -1.09 4.05 4.80
32 H -4.34 4.17 5.96
33 H -4.36 1.99 4.84
34 H -2.12 1.00 3.86
35 H -0.18 2.24 3.93
36 H -0.20 4.66 4.81
37 F 0.39 4.64 -6.04
38 C -0.30 3.95 -5.14
39 C 0.34 2.82 -4.53
40 C -0.15 2.31 -3.36
41 C -1.37 2.75 -2.90
42 C -2.07 3.78 -3.59
43 C -1.54 4.39 -4.72
44 H 1.33 2.58 -4.87
45 H 0.34 1.51 -2.82
46 H -1.71 2.34 -1.96
47 H -2.98 4.24 -3.22
48 H -1.97 5.26 -5.20
49 F 3.76 -0.99 1.07
50 C 3.83 -2.01 1.94
51 C 4.38 -1.72 3.18
52 C 4.43 -2.74 4.09
53 C 3.86 -4.00 3.79
54 C 3.21 -4.22 2.53
55 C 3.22 -3.23 1.61
56 H 4.89 -0.80 3.42
57 H 4.83 -2.51 5.06
58 H 3.81 -4.71 4.60
59 H 2.74 -5.16 2.25
60 H 2.75 -3.29 0.64
61 F 3.99 -4.53 -3.47
62 C 3.82 -3.18 -3.58
63 C 2.76 -2.68 -4.34
64 C 2.60 -1.32 -4.30
65 C 3.54 -0.46 -3.67
66 C 4.65 -1.03 -3.06
67 C 4.79 -2.40 -2.97
68 H 2.14 -3.38 -4.89
69 H 1.86 -0.84 -4.92
70 H 3.43 0.60 -3.80
71 H 5.47 -0.39 -2.76
72 H 5.67 -2.89 -2.58
73 F -0.56 -5.06 6.36
74 C -0.70 -4.17 5.38
75 C 0.44 -3.69 4.71
76 C 0.23 -2.79 3.65
77 C -1.06 -2.34 3.31
78 C -2.17 -2.93 3.96
79 C -1.99 -3.77 5.02
80 H 1.44 -3.96 5.02
81 H 1.07 -2.34 3.13
82 H -1.24 -1.70 2.46
83 H -3.10 -2.54 3.58
84 H -2.84 -4.25 5.47
85 F -0.22 -0.59 -7.34
86 C -1.03 -1.64 -7.27
87 C -1.55 -2.05 -6.02
88 C -2.37 -3.15 -5.86
89 C -2.75 -3.80 -7.03
90 C -2.30 -3.39 -8.32
91 C -1.44 -2.31 -8.39
92 H -1.24 -1.44 -5.19
93 H -2.68 -3.39 -4.86
94 H -3.44 -4.63 -7.01
95 H -2.61 -3.85 -9.25
96 H -1.09 -1.99 -9.37
97 F 2.42 2.23 2.50
98 C 2.57 2.41 3.82
99 C 2.54 3.69 4.35
100 C 2.66 3.85 5.76
101 C 2.68 2.68 6.53
102 C 2.62 1.40 6.03
103 C 2.57 1.26 4.62
104 H 2.38 4.57 3.75
105 H 2.73 4.84 6.18
106 H 2.65 2.76 7.61
107 H 2.59 0.52 6.65
108 H 2.54 0.28 4.15
109 C -0.13 5.61 -0.79
110 C 0.58 4.63 0.11
111 O 0.25 3.47 0.26
112 C 1.81 5.14 0.83
113 H -1.18 5.66 -0.52
114 H -0.09 5.24 -1.81
115 H 0.32 6.60 -0.65
116 H 2.33 4.24 1.17
117 H 1.58 5.82 1.64
118 H 2.40 5.60 0.03
119 C -5.51 0.72 1.18
120 C -4.77 -0.14 2.18
121 O -3.56 -0.09 2.43
122 C -5.65 -1.14 2.95
123 H -4.79 1.39 0.71
124 H -6.24 1.42 1.58
125 H -5.95 0.13 0.38
126 H -5.23 -1.44 3.91
127 H -5.83 -2.02 2.33
128 H -6.63 -0.72 3.20
129 C -2.51 -4.48 -2.15
130 C -3.01 -4.90 -0.75
131 O -3.43 -6.02 -0.59
132 C -3.03 -3.89 0.38
133 H -3.14 -3.66 -2.49
134 H -2.50 -5.39 -2.76
135 H -1.47 -4.17 -2.17
136 H -2.74 -4.31 1.34
137 H -4.03 -3.46 0.35
138 H -2.28 -3.10 0.31
139 C -4.66 4.12 1.89
140 C -3.79 4.58 0.77
141 O -3.67 5.71 0.35
142 C -2.99 3.43 0.14
143 H -5.45 3.51 1.43
144 H -5.13 4.96 2.40
145 H -4.03 3.63 2.63
146 H -2.67 2.75 0.94
147 H -2.14 3.90 -0.35
148 H -3.49 2.84 -0.63
149 C 2.69 -6.13 -1.05
150 C 1.41 -5.40 -1.49
151 O 1.35 -4.20 -1.45
152 C 0.23 -6.33 -1.85
153 H 2.84 -6.01 0.02
154 H 3.53 -5.70 -1.59
155 H 2.56 -7.20 -1.22
156 H 0.53 -7.31 -1.50
157 H 0.06 -6.25 -2.93
158 H -0.66 -6.01 -1.30

Here are the Löwdin charges for atoms 1 to 8, given in e:
1 F 0.05
2 C -0.25
3 C -0.03
4 C -0.08
5 C -0.11
6 C -0.09
7 C -0.02
8 H 0.09


[2]
The following is a quantum chemistry calculation of a structure of composition C18H45BrClCsLiNNaO10, from the Open Molecules 2025 dataset.

As for the charge: +1. The value obtained for the frontier orbital gap is 1.15 eV. The LUMO energy is -6.3 eV. The highest occupied orbital energy is -7.445 eV.

Atoms and positions in Å:
1 C 0.06 1.59 2.49
2 C -1.36 1.02 2.35
3 C -2.33 1.81 1.45
4 C -1.72 2.58 0.30
5 C -1.11 1.58 -0.68
6 C -0.11 2.08 -1.73
7 C -0.52 1.45 -3.06
8 O -1.18 2.26 -4.00
9 C -0.68 2.02 -5.26
10 O -0.93 0.96 -5.80
11 O 0.09 2.98 -5.70
12 C -0.70 4.21 -6.02
13 N -0.56 4.46 -7.41
14 H 0.79 0.91 2.05
15 H 0.17 2.60 2.11
16 H 0.33 1.63 3.55
17 H -1.85 0.96 3.33
18 H -1.31 -0.03 2.04
19 H -3.04 1.09 1.01
20 H -2.97 2.47 2.04
21 H -2.53 3.11 -0.20
22 H -1.02 3.38 0.58
23 H -0.66 0.74 -0.14
24 H -1.95 1.25 -1.30
25 H -0.13 3.18 -1.79
26 H 0.92 1.81 -1.50
27 H 0.35 1.01 -3.56
28 H -1.24 0.65 -2.83
29 H -1.73 4.06 -5.68
30 H -0.27 5.04 -5.45
31 H -1.16 5.27 -7.67
32 H -0.89 3.66 -7.94
33 Li -3.65 0.71 3.60
34 Cl -3.15 6.19 -7.05
35 C 1.91 -5.29 1.45
36 C 1.85 -3.80 1.19
37 O 0.85 -3.49 0.17
38 C -0.39 -3.49 0.58
39 O -0.82 -3.68 1.68
40 O -1.19 -3.21 -0.49
41 C -2.58 -3.30 -0.18
42 H 2.09 -5.84 0.53
43 H 2.73 -5.49 2.14
44 H 0.99 -5.65 1.90
45 H 2.78 -3.44 0.78
46 H 1.63 -3.23 2.09
47 H -2.85 -2.71 0.69
48 H -2.87 -4.34 -0.03
49 H -3.07 -2.91 -1.06
50 C -4.94 -2.99 1.49
51 O -4.43 -1.79 0.92
52 H -4.15 -3.41 2.12
53 H -5.81 -2.78 2.11
54 H -5.22 -3.73 0.73
55 H -5.14 -1.37 0.41
56 Na -3.61 0.29 -1.29
57 Br -5.47 1.06 1.76
58 O -0.98 -0.92 -4.58
59 H 0.00 -0.82 -4.38
60 H -1.18 -1.84 -4.96
61 H -1.31 -0.17 -5.19
62 C 5.31 0.44 2.32
63 C 3.84 0.14 2.57
64 O 3.60 -0.84 3.56
65 C 4.10 -0.53 4.86
66 C 3.50 0.73 5.46
67 H 5.86 -0.48 2.11
68 H 5.41 1.12 1.47
69 H 5.79 0.90 3.18
70 H 3.39 -0.27 1.66
71 H 3.29 1.06 2.80
72 H 5.19 -0.46 4.84
73 H 3.84 -1.39 5.47
74 H 3.79 1.63 4.90
75 H 3.85 0.86 6.48
76 H 2.41 0.68 5.46
77 O 8.19 -0.16 2.78
78 H 8.27 -0.58 1.91
79 Cs -2.39 -3.20 -4.53

Here are the Löwdin charges for atoms 1 to 8, given in e:
1 C -0.06
2 C -0.25
3 C -0.32
4 C -0.19
5 C -0.19
6 C -0.09
7 C -0.20
8 O 0.04


[3]
The following is a quantum chemistry calculation of a cluster of 2 separate species, C4H13N2 in total, from the Open Molecules 2025 dataset.

As for the spin multiplicity: 2. As for the charge: +2. The value obtained for the frontier orbital gap (spin up / spin down) is 11.40 / 4.20 eV. The LUMO energy (spin up / spin down) is -9.4 / -15.5 eV. The highest occupied orbital energy (spin up / spin down) is -20.779 / -19.676 eV.

Atoms and positions in Å:
1 C 1.22 -0.34 -1.85
2 N -1.41 -1.39 0.42
3 C -0.40 -1.41 -0.42
4 N -0.07 -0.49 -1.24
5 H 1.12 0.03 -2.84
6 H 1.76 -1.27 -1.76
7 H 1.82 0.38 -1.29
8 H -1.67 -0.45 0.69
9 H -1.32 -2.09 1.14
10 H 0.27 -2.27 -0.39
11 H -0.72 0.31 -1.28
12 C 0.00 2.16 0.91
13 C 0.44 1.05 1.86
14 H -0.54 2.95 1.47
15 H -0.59 1.91 0.03
16 H 0.95 2.68 0.57
17 H -0.41 0.56 2.43
18 H 1.00 0.23 1.30
19 H 1.09 1.45 2.64

Here are the Löwdin charges for atoms 1 to 8, given in e:
1 C 0.07
2 N 0.34
3 C -0.09
4 N 0.13
5 H 0.14
6 H 0.13
7 H 0.14
8 H 0.14


| no. | F_max (eV/A) | calculated total energy (a.u.) |
| --- | --- | --- |
| 1 | 2.84 | -3949.1550 |
| 2 | 4.82 | -4743.5096 |
| 3 | 3.42 | -268.8923 |